[1]
9
Properties=species:S:1:pos:R:3:nbo_charge:R:1 method="wB97M-V/def2-TZVPD" homo_lumo_gap_ev=7.82 total_charge=0 smiles="C=CP1SC1=O" lumo_energy_ev=-0.5 e_above_lowest_kcal_mol=35.7
S -3.525 -1.236 0.391 0.0053
P -2.402 0.699 0.673 0.3807
O -5.006 0.743 -0.872 -0.4838
C -4.122 0.235 -0.273 0.2560
C 0.315 -0.269 -0.078 -0.3971
C -0.443 0.712 0.360 -0.4246
H -0.216 -1.174 -0.037 0.2111
H 1.453 -0.172 -0.075 0.2248
H -0.316 1.821 0.581 0.2276


[2]
15
Properties=species:S:1:pos:R:3:nbo_charge:R:1 method="wB97M-V/def2-TZVPD" homo_lumo_gap_ev=11.25 total_charge=0 smiles="CC1(OC=O)CC1" lumo_energy_ev=0.9 e_above_lowest_kcal_mol=23.2
O 1.201 -0.018 0.686 -0.4995
O 2.040 -0.906 -1.244 -0.5792
C -0.809 -0.955 -0.526 -0.4269
C -1.152 -0.648 0.911 -0.4330
C -0.125 0.166 0.187 0.2283
C 2.155 -0.527 -0.110 0.6534
C -0.386 1.596 -0.206 -0.6194
H -0.240 -1.848 -0.750 0.2392
H 0.224 1.878 -1.071 0.2205
H -2.109 -0.189 1.144 0.2161
H -0.774 -1.330 1.666 0.2267
H -1.440 1.723 -0.475 0.2169
H -1.523 -0.670 -1.296 0.2206
H -0.159 2.278 0.620 0.2181
H 3.097 -0.552 0.463 0.1182


| no. | DFT total energy (hartree) |
| --- | --- |
| 1 | -930.78153 |
| 2 | -345.76796 |